1.
Below is a molecular structure, C35H52AsO2P3Pt at a distorted geometry, with properties calculated with wB97M-V/def2-TZVPD.

Spin multiplicity ... 5
Energy ... -4892.74660 a.u.
Total charge ... +4

The geometry in XYZ format:
```
94
Properties=species:S:1:pos:R:3:lowdin_spin:R:1
Pt 0.3422 2.3560 0.2818 0.810
P -0.0266 1.7821 2.5600 0.222
P -1.9172 1.5989 -0.3606 0.278
P -0.2189 4.7041 0.4603 0.254
H 1.7199 3.3242 -1.7819 0.016
C 1.1363 2.3570 -1.4788 0.362
C 2.1237 1.6475 0.1086 0.323
H 3.0259 2.4169 0.1418 0.031
C 0.4731 0.0356 2.8038 0.036
C -1.6848 1.8823 3.3191 0.049
C 1.0207 2.7631 3.6879 0.029
C -1.9338 1.0566 -2.1056 0.043
C -2.5080 0.1197 0.5314 0.042
C -3.2836 2.8036 -0.2296 0.055
C 1.2117 5.6778 1.0231 0.046
C -1.5558 5.2079 1.5998 0.046
C -0.6589 5.4394 -1.1518 0.039
H 0.1088 2.4171 -1.7632 0.056
H 1.9795 1.2114 1.0782 0.044
H 0.5921 -0.4779 1.8389 0.003
H -0.2848 -0.5059 3.3860 0.003
H 1.4249 0.0115 3.3514 0.004
H -2.2035 0.9197 3.2264 0.001
H -2.2983 2.6677 2.8617 0.001
H -1.5611 2.1103 4.3883 0.009
H 2.0808 2.5633 3.4852 0.000
H 0.7943 2.4768 4.7252 0.007
H 0.8267 3.8366 3.5609 0.001
H -2.9749 0.9045 -2.4237 0.008
H -1.3837 0.1099 -2.1872 0.000
H -1.4746 1.8081 -2.7592 0.003
H -3.2403 0.3865 1.3038 0.001
H -1.6550 -0.4014 0.9812 0.004
H -2.9739 -0.5641 -0.1908 0.008
H -3.0500 3.7291 -0.7708 0.000
H -3.4898 3.0361 0.8224 0.000
H -4.1815 2.3509 -0.6742 0.013
H 0.8677 6.6506 1.4042 0.010
H 1.8895 5.8408 0.1755 0.000
H 1.7472 5.1461 1.8186 0.002
H -1.4037 6.2658 1.8534 0.010
H -1.5339 4.6210 2.5257 0.001
H -2.5365 5.0943 1.1228 0.000
H -1.1546 6.4092 -0.9986 0.009
H -1.3321 4.7828 -1.7180 0.001
H 0.2601 5.5953 -1.7321 0.000
C 3.9560 0.3919 -1.1589 0.081
C 4.5057 1.4417 -2.0410 0.365
C 4.0176 1.3328 -3.3270 0.028
C 2.6342 1.3152 -3.3594 0.355
C 1.7825 1.0692 -2.1876 0.080
C 2.4933 0.4548 -0.9088 0.067
O 4.6074 -0.7745 -1.0295 0.041
H 5.3007 -0.5160 -1.6422 0.003
H 5.4937 1.8692 -1.6633 0.015
H 4.6309 1.4841 -4.2058 -0.002
H 2.1484 1.5894 -4.2804 0.017
H 0.9238 0.4436 -2.4511 0.011
H 1.9845 -0.4357 -0.5237 0.003
O 0.1755 -1.3302 -0.4175 0.036
As -0.2475 -2.9594 -0.3192 0.002
C 1.2934 -4.0389 -0.7951 0.001
C 1.2718 -5.4313 -0.6306 0.000
C 2.4036 -6.1813 -0.9775 0.000
C 3.5428 -5.5434 -1.4835 0.000
C 3.5558 -4.1539 -1.6476 0.000
C 2.4219 -3.4008 -1.3203 0.000
C -0.7569 -3.2805 1.5269 0.000
C 0.2128 -3.7596 2.4185 0.000
C -0.1131 -3.9260 3.7697 0.000
C -1.3934 -3.6003 4.2303 0.000
C -2.3547 -3.1122 3.3391 0.000
C -2.0451 -2.9658 1.9821 0.000
C -1.6802 -3.2313 -1.5981 0.005
C -2.7839 -4.0357 -1.2877 0.001
C -3.8242 -4.1638 -2.2174 0.004
C -3.7529 -3.5037 -3.4497 0.003
C -2.6368 -2.7189 -3.7627 0.000
C -1.5896 -2.5889 -2.8416 0.004
H 0.3811 -5.9199 -0.2339 0.000
H 2.3925 -7.2647 -0.8489 0.000
H 4.4239 -6.1278 -1.7531 0.000
H 4.4401 -3.6456 -2.0341 0.000
H 2.3985 -2.3217 -1.4702 0.000
H 1.2123 -4.0023 2.0537 0.000
H 0.6387 -4.3130 4.4594 0.000
H -1.6439 -3.7289 5.2847 0.000
H -3.3539 -2.8466 3.6897 0.000
H -2.8048 -2.6082 1.2845 0.000
H -2.8282 -4.5552 -0.3296 0.000
H -4.6904 -4.7812 -1.9732 0.000
H -4.5665 -3.6027 -4.1704 0.000
H -2.5737 -2.2037 -4.7228 0.000
H -0.7090 -1.9869 -3.0767 0.000
```

2.
Below is 2 unconnected molecules or ions with the total composition C29H40BF13I2N2O5 at a distorted geometry, with properties calculated with wB97M-V/def2-TZVPD.

Spin multiplicity ... 1
Energy ... -3533.40803 a.u.

The geometry in XYZ format:
```
92
Properties=species:S:1:pos:R:3:mulliken_charge:R:1
C -0.7274 3.6487 2.7915 0.701
C -0.9172 3.2711 1.6645 -1.968
C -1.1800 2.5335 0.4230 -0.621
N -2.5448 1.9875 0.3710 -0.227
C -2.8254 1.0724 1.4762 -0.739
C -4.3004 0.6033 1.4129 -0.868
C -4.9680 0.7844 0.0579 -0.158
O -5.3347 1.8317 -0.3440 -0.439
I -5.3771 -0.9702 -1.1505 -0.006
C -1.8000 -0.1059 1.6043 1.529
C -1.8667 -0.5297 3.0890 -0.913
C -1.2568 -1.8747 3.4950 -0.926
C 0.2675 -1.8998 3.6596 -1.036
I 0.9126 -0.6926 5.2908 0.064
C -2.1403 -1.2521 0.6469 -1.503
C -0.9882 -2.2080 0.2766 0.130
C -1.4125 -3.6958 0.1792 -1.189
C -0.3292 -4.6464 0.7387 -0.424
C 0.0207 -5.7899 -0.2176 -0.706
O 1.3852 -6.1982 -0.0857 -0.384
C 2.2814 -5.3197 -0.5721 0.789
C 3.6970 -5.6428 -0.1980 -1.104
O 1.9774 -4.3672 -1.2480 -0.541
N -0.4102 0.4423 1.3765 0.753
C -0.1779 1.4032 0.2501 -0.217
C 1.2701 1.9336 0.4618 -1.793
C 2.3803 0.9224 0.0951 0.088
C 3.4845 1.0015 1.1536 -1.185
O 4.6525 0.3006 0.7427 -0.306
C 5.7399 1.1020 0.4446 0.725
C 6.1799 0.9897 -0.9887 -0.942
O 6.2653 1.7745 1.2769 -0.518
C -0.3056 0.7509 -1.1297 -1.352
C 0.1168 1.6491 -2.2862 -1.330
C -0.1805 0.9771 -3.6192 1.193
F 0.7991 0.0731 -3.8958 -0.362
F -1.3505 0.2822 -3.5849 -0.421
C -0.3073 2.0007 -4.7739 0.590
F 0.6540 2.9410 -4.6296 -0.321
F -1.5009 2.6117 -4.6377 -0.296
C -0.1787 1.4552 -6.2205 0.529
F 1.0459 0.9351 -6.4021 -0.256
F -0.3125 2.5152 -7.0424 -0.296
C -1.2239 0.3945 -6.6699 0.658
F -0.9741 -0.7836 -6.1051 -0.216
F -2.4623 0.7758 -6.3890 -0.229
F -1.1125 0.2507 -7.9948 -0.266
H -0.5783 4.2901 3.6470 0.717
H -1.0904 3.2185 -0.4200 0.986
H -3.1732 2.7789 0.4869 0.605
H -2.7326 1.6252 2.4214 0.449
H -4.8740 1.2702 2.0600 0.536
H -4.4505 -0.4010 1.7993 0.520
H -2.9241 -0.5677 3.3539 0.464
H -1.4469 0.2691 3.7082 0.540
H -1.6676 -2.1063 4.4806 0.529
H -1.5791 -2.6956 2.8520 0.277
H 0.8121 -1.6297 2.7558 0.179
H 0.5752 -2.9163 3.8962 0.639
H -2.5842 -0.8617 -0.2668 -0.298
H -2.9179 -1.8488 1.1219 0.904
H -0.2191 -2.1732 1.0524 -0.484
H -0.5323 -1.9501 -0.6758 0.413
H -1.5415 -3.9362 -0.8751 0.705
H -2.3377 -3.8690 0.7271 0.370
H -0.6542 -5.0735 1.6899 0.367
H 0.5980 -4.1078 0.9481 0.222
H -0.5716 -6.6777 0.0012 0.408
H -0.2044 -5.5147 -1.2475 0.390
H 4.1698 -6.1768 -1.0232 0.295
H 3.7515 -6.2806 0.6819 0.318
H 4.2436 -4.7200 -0.0262 0.294
H -0.1674 0.9744 2.2253 0.964
H 0.2803 -0.3066 1.2950 0.464
H 1.3791 2.1728 1.5223 0.914
H 1.3795 2.8560 -0.1044 0.449
H 2.0059 -0.1039 0.0565 0.235
H 2.8360 1.1739 -0.8612 0.183
H 3.1284 0.6046 2.1090 0.355
H 3.7255 2.0537 1.3328 0.478
H 5.2999 0.8953 -1.6233 0.271
H 6.7518 0.0670 -1.1002 0.273
H 6.7833 1.8471 -1.2654 0.328
H 0.2466 -0.1847 -1.1989 0.484
H -1.3563 0.5046 -1.2862 0.902
H -0.3749 2.6224 -2.2857 0.355
H 1.1883 1.8443 -2.2844 0.308
B -1.1718 7.1824 3.5061 0.580
F -0.9257 6.1683 4.4889 -0.442
F -0.1521 8.1365 3.5471 -0.373
F -1.1742 6.5353 2.2467 -0.388
F -2.4172 7.7730 3.7379 -0.377
```

3.
Below is 2 unconnected molecules or ions with the total composition C3H10O at a distorted geometry, with properties calculated with wB97M-V/def2-TZVPD.

Spin multiplicity ... 1
Energy ... -195.45630 a.u.
Structure (SMILES) ... CCO.C

The geometry in XYZ format:
```
14
Properties=species:S:1:pos:R:3:nbo_charge:R:1
C 1.1644 -1.6985 4.0210 -0.653
C 1.3712 -1.8170 2.4838 -0.071
O 0.4341 -1.2270 1.6815 -0.725
H 0.4649 -2.4768 4.4224 0.208
H 2.2052 -2.0824 4.5604 0.213
H 0.8859 -0.7779 4.4540 0.216
H 1.1696 -2.8541 2.0138 0.176
H 2.2756 -1.3179 2.2052 0.176
H -0.4737 -1.2099 2.1603 0.460
C -1.9176 3.1538 -5.6700 -0.888
H -1.2459 3.8935 -5.1348 0.232
H -2.9964 3.2642 -5.4507 0.215
H -1.4830 2.3538 -5.0474 0.215
H -1.8543 2.7960 -6.6995 0.225
```

4.
Below is 2 unconnected molecules or ions with the total composition C4H10O2 at a distorted geometry, with properties calculated with wB97M-V/def2-TZVPD.

Spin multiplicity ... 1
Energy ... -308.84974 a.u.
Structure (SMILES) ... C/C=C(/C)O.O

The geometry in XYZ format:
```
16
Properties=species:S:1:pos:R:3:nbo_charge:R:1
C -1.5361 -1.0449 0.0880 -0.680
C -0.0929 -0.9738 0.4310 -0.306
C 0.8160 -0.1414 -0.1125 0.315
C 2.1711 0.1481 0.3981 -0.673
O 0.5237 0.5855 -1.2700 -0.712
H -1.9247 -1.7457 0.8369 0.228
H -2.1601 -0.1666 0.1528 0.239
H -1.7491 -1.6047 -0.8305 0.210
H 0.3258 -1.4855 1.2802 0.208
H 2.4820 1.1955 0.1903 0.237
H 2.1888 -0.0203 1.4748 0.224
H 2.9468 -0.4237 -0.1345 0.228
H 0.0483 -0.0428 -1.8279 0.479
O -1.5587 2.2335 -0.1435 -0.937
H -0.9584 1.7518 0.4430 0.470
H -1.5225 1.7351 -0.9762 0.471
```

5.
Below is 2 unconnected molecules or ions with the total composition C4H12O at a distorted geometry, with properties calculated with wB97M-V/def2-TZVPD.

Spin multiplicity ... 1
Energy ... -234.80567 a.u.
Structure (SMILES) ... CCO.CC

The geometry in XYZ format:
```
17
Properties=species:S:1:pos:R:3:nbo_charge:R:1
C -2.2317 2.0087 -0.5853 -0.645
C -2.0159 0.9149 0.4344 -0.071
O -0.8567 0.1432 0.0693 -0.718
H -2.8873 2.8159 -0.2573 0.216
H -2.6209 1.6525 -1.5465 0.200
H -1.2679 2.4278 -0.8879 0.218
H -1.6713 1.2999 1.3971 0.180
H -2.9072 0.3127 0.6024 0.163
H -1.0846 -0.2912 -0.7663 0.457
C 1.4858 -1.1812 0.3922 -0.587
C 2.8945 -1.6228 0.0048 -0.611
H 1.0908 -1.9184 1.0967 0.198
H 1.3959 -0.1668 0.7575 0.218
H 0.8294 -1.2765 -0.4713 0.187
H 3.5847 -1.5111 0.8477 0.197
H 2.8908 -2.6454 -0.3696 0.200
H 3.3716 -0.9620 -0.7178 0.196
```

6.
Below is 2 unconnected molecules or ions with the total composition C2H8N4O at a distorted geometry, with properties calculated with wB97M-V/def2-TZVPD.

Spin multiplicity ... 1
Energy ... -374.45158 a.u.
Total charge ... +2

The geometry in XYZ format:
```
15
Properties=species:S:1:pos:R:3:nbo_charge:R:1
C 1.5521 0.7641 0.1129 0.295
C 3.3255 -0.9772 -0.1599 0.130
N 2.4345 -0.1038 -0.0907 -0.281
N 0.2333 0.3725 0.0882 -0.304
N -0.6280 1.3367 0.2161 0.064
N -1.8630 1.0549 0.1541 -0.438
O -2.8048 -1.4888 -0.2156 -0.796
H 1.8178 1.8750 -0.0115 0.243
H 3.7165 -1.0606 -1.2260 0.277
H 3.5826 -1.5039 0.7641 0.268
H -0.2132 2.2645 0.3501 0.414
H -2.1837 -1.9143 0.3648 0.564
H -2.4761 1.7710 -0.1241 0.400
H -2.6722 -0.5583 0.0387 0.547
H -3.8211 -1.8319 -0.2613 0.616
```

What did the fourth record say?
Below is 2 unconnected molecules or ions with the total composition C4H10O2 at a distorted geometry, with properties calculated with wB97M-V/def2-TZVPD.

Spin multiplicity ... 1
Energy ... -308.84974 a.u.
Structure (SMILES) ... C/C=C(/C)O.O

The geometry in XYZ format:
```
16
Properties=species:S:1:pos:R:3:nbo_charge:R:1
C -1.5361 -1.0449 0.0880 -0.680
C -0.0929 -0.9738 0.4310 -0.306
C 0.8160 -0.1414 -0.1125 0.315
C 2.1711 0.1481 0.3981 -0.673
O 0.5237 0.5855 -1.2700 -0.712
H -1.9247 -1.7457 0.8369 0.228
H -2.1601 -0.1666 0.1528 0.239
H -1.7491 -1.6047 -0.8305 0.210
H 0.3258 -1.4855 1.2802 0.208
H 2.4820 1.1955 0.1903 0.237
H 2.1888 -0.0203 1.4748 0.224
H 2.9468 -0.4237 -0.1345 0.228
H 0.0483 -0.0428 -1.8279 0.479
O -1.5587 2.2335 -0.1435 -0.937
H -0.9584 1.7518 0.4430 0.470
H -1.5225 1.7351 -0.9762 0.471
```

> Which formula does entry 4 have?

C4H10O2